Molecular formula: C6H4ClINO2S
Method: DFT, the ωB97M-V functional and the def2-TZVPD basis

Element x y z (Å)
C (1.3092, 0.4013, -0.1966)
C (1.5716, -0.9069, 0.0206)
C (0.1054, 1.2076, -0.2611)
C (-0.5167, -2.4346, 0.2965)
C (0.7649, -2.0739, 0.0646)
C (-1.1425, 0.6674, -0.1653)
N (0.2218, 2.5465, -0.5245)
O (-2.5631, -1.5362, -0.9184)
O (-2.4376, -0.8581, 1.3959)
S (-1.6764, -1.0795, 0.1648)
Cl (1.7082, -3.5823, 0.0944)
I (-2.8323, 1.8247, 0.3078)
H (2.1227, 1.0582, -0.1686)
H (2.6311, -1.0926, 0.1822)
H (-0.4523, 3.0229, 0.0542)
H (1.1859, 2.8355, -0.3464)

As for the net charge: -1. The calculation puts the total energy at -1592.273016 a.u. Its HOMO-LUMO gap is 0.267 Eh. For the highest occupied orbital energy, the calculation gives -4.65 eV.